Density functional theory data (ωB97M-V with the def2-TZVPD basis set) for a molecular structure, C44H78BaN3O20 at a distorted geometry.

Values from the calculation:
- multiplicity = 1
- ΔE to the lowest compared entry with this formula, charge and spin (eV) = 1.959
- charge = +1
- E_LUMO (Ha) = -0.126

Each line ends with the Löwdin charge.
Cartesian coordinates (Å):
Ba 1.9224 3.7112 -0.7644  2.03
C -0.0251 -0.4914 0.2811  0.01
C 0.5464 0.8554 -0.1055  -0.74
O 0.2347 1.8731 0.5862  -0.20
O 1.4049 0.9262 -1.0332  -0.16
H -1.0558 -0.3683 0.6013  0.07
H 0.6148 -0.9074 1.0573  0.08
H -0.0108 -1.1432 -0.5907  0.06
C 4.4624 -2.5872 -2.5872  -0.06
C 3.2768 -2.1230 -2.0373  -0.07
C 2.2089 -1.7443 -2.8436  0.00
C 2.3772 -1.7278 -4.2174  -0.14
C 3.5752 -2.1549 -4.7904  -0.01
C 4.5898 -2.5974 -3.9703  -0.08
N 1.3251 -1.2808 -5.1301  -0.35
O 1.4656 -1.5658 -6.2923  0.10
O 0.4095 -0.5972 -4.7102  0.06
H 5.2930 -2.8798 -1.9608  0.11
H 3.1161 -2.1164 -0.9647  0.11
H 1.2950 -1.4170 -2.3730  0.09
H 3.7053 -2.1157 -5.8627  0.12
H 5.5432 -2.8750 -4.4052  0.11
C -0.7206 0.0435 3.3237  -0.08
C -1.3237 -1.0654 3.9236  -0.05
C -0.9572 -1.4362 5.2025  0.01
C -0.0455 -0.6741 5.8952  -0.16
C 0.5898 0.3944 5.2963  -0.01
C 0.2906 0.7161 3.9802  -0.06
N 0.2549 -0.9969 7.2887  -0.35
O 1.0673 -0.2924 7.8771  0.07
O -0.3076 -1.9470 7.7693  0.10
H -1.0207 0.2856 2.3109  0.06
H -2.0065 -1.6993 3.3750  0.10
H -1.4137 -2.3057 5.6532  0.12
H 1.3297 0.9800 5.8154  0.12
H 0.8229 1.5296 3.5041  0.11
C -5.5416 0.1542 2.8761  -0.07
C -4.4275 0.0774 2.0518  -0.06
C -4.4821 0.7017 0.8200  -0.01
C -5.6507 1.2998 0.3815  -0.14
C -6.7571 1.3906 1.2101  -0.01
C -6.6960 0.7991 2.4548  -0.07
N -5.6804 1.9006 -0.9552  -0.34
O -6.7458 2.2329 -1.3941  0.11
O -4.6164 2.0139 -1.5542  0.05
H -5.5064 -0.2156 3.8958  0.12
H -3.5499 -0.4665 2.3684  0.08
H -3.6255 0.6069 0.1742  0.11
H -7.6567 1.8988 0.8913  0.13
H -7.5737 0.8107 3.0859  0.12
C -1.3711 3.0770 -2.0965  -0.08
O -0.1135 3.6428 -2.4669  -0.40
C 0.1540 3.4653 -3.8689  -0.17
C 1.3234 4.3419 -4.2236  -0.16
O 2.4321 3.7873 -3.4691  -0.36
C 3.6385 4.4169 -3.8764  -0.09
H -1.3193 1.9864 -2.1386  0.09
H -2.1879 3.4415 -2.7181  0.10
H -1.6048 3.3407 -1.0651  0.09
H -0.7339 3.7646 -4.4340  0.14
H 0.3445 2.4068 -4.0666  0.14
H 1.1327 5.3937 -3.9976  0.14
H 1.5984 4.1788 -5.2684  0.14
H 3.6136 5.4900 -3.6643  0.11
H 3.8032 4.2826 -4.9503  0.11
H 4.4671 3.9232 -3.3771  0.06
C -2.6091 -0.2421 -3.6726  -0.09
O -3.4132 -1.2283 -3.0153  -0.17
C -2.7139 -2.4257 -2.7908  -0.22
C -2.4773 -3.2410 -4.0308  -0.25
O -3.6791 -3.5505 -4.6388  -0.16
C -3.7304 -4.8676 -5.1641  -0.09
H -3.0157 0.7478 -3.4954  0.07
H -2.7182 -0.4398 -4.7468  0.10
H -1.5518 -0.3001 -3.4041  0.06
H -3.3384 -2.9991 -2.0995  0.13
H -1.7739 -2.2272 -2.2527  0.11
H -1.8755 -4.1200 -3.7606  0.13
H -1.8479 -2.6789 -4.7405  0.12
H -3.9343 -5.6181 -4.3886  0.09
H -2.8201 -5.0855 -5.7295  0.09
H -4.5875 -4.9447 -5.8356  0.09
C 3.9944 -0.8793 2.1420  -0.10
O 3.7401 -2.0474 2.8776  -0.16
C 2.7347 -1.8858 3.8407  -0.21
C 3.2356 -1.3595 5.1512  -0.19
O 3.4730 0.0444 5.0950  -0.22
C 4.2281 0.5088 6.1653  -0.12
H 4.6115 -1.1471 1.2863  0.08
H 4.3992 -0.0754 2.7587  0.09
H 3.0436 -0.5156 1.7060  0.08
H 2.1467 -2.7887 4.0119  0.13
H 2.0021 -1.1580 3.4563  0.10
H 4.2078 -1.8157 5.3894  0.14
H 2.5745 -1.5596 5.9999  0.12
H 3.8280 0.1833 7.1350  0.09
H 4.2222 1.5969 6.1429  0.09
H 5.2688 0.1572 6.1233  0.09
C -4.7623 6.6247 2.3525  -0.10
O -5.8021 5.7681 2.7831  -0.17
C -5.7058 4.4115 2.4585  -0.22
C -4.5036 3.6739 2.9784  -0.18
O -3.3311 4.1543 2.3235  -0.20
C -2.1897 3.3867 2.5699  -0.11
H -4.2418 6.2158 1.4833  0.08
H -4.0306 6.7933 3.1447  0.09
H -5.2043 7.5712 2.0376  0.09
H -5.7610 4.3089 1.3635  0.13
H -6.6080 3.9638 2.8761  0.13
H -4.6120 2.5930 2.8368  0.09
H -4.4049 3.8854 4.0568  0.14
H -1.9671 3.2399 3.6350  0.09
H -1.3356 3.9173 2.1391  0.08
H -2.2696 2.4117 2.0690  0.07
C 5.4885 3.0052 -0.9744  -0.10
O 4.3343 2.3481 -1.4801  -0.34
C 4.5305 1.1078 -2.1327  -0.18
C 5.1590 1.1920 -3.4911  -0.20
O 6.4185 1.8202 -3.3751  -0.19
C 7.0459 1.9936 -4.6270  -0.09
H 5.9293 3.7282 -1.6557  0.09
H 6.2244 2.2738 -0.6355  0.11
H 5.2147 3.5271 -0.0412  0.08
H 3.5489 0.6343 -2.1738  0.10
H 5.1240 0.4257 -1.5067  0.14
H 4.5082 1.7889 -4.1528  0.12
H 5.2684 0.1985 -3.9429  0.12
H 8.0883 2.2550 -4.4837  0.09
H 6.5586 2.7766 -5.2243  0.09
H 6.9723 1.0610 -5.2025  0.09
C 0.5075 -4.0171 1.2117  -0.09
O -0.8496 -3.7714 1.5495  -0.19
C -1.7810 -4.5286 0.8140  -0.21
C -1.9093 -5.9597 1.2775  -0.22
O -0.7945 -6.7064 0.8655  -0.19
C -0.8658 -8.0388 1.2697  -0.12
H 0.6702 -3.8509 0.1376  0.09
H 0.8193 -5.0394 1.4422  0.09
H 1.1362 -3.3629 1.8167  0.07
H -1.5722 -4.5227 -0.2617  0.12
H -2.7348 -4.0479 1.0445  0.13
H -2.8391 -6.4191 0.9078  0.13
H -2.0022 -5.9701 2.3774  0.14
H -1.8064 -8.5346 1.0098  0.09
H -0.8060 -8.1141 2.3744  0.09
H 0.0178 -8.5582 0.9118  0.09

Atoms 1-6, force components in eV/Å:
-0.39 -1.93 -0.04
-0.01 0.33 -0.99
0.78 0.53 0.29
0.10 0.37 -0.24
-0.07 0.37 -0.09
0.09 -0.24 0.12

Density functional theory data (ωB97M-V with the def2-TZVPD basis set) for a molecular structure, C44H78HgN5O7P2Si at a distorted geometry.

Values from the calculation:
- multiplicity = 2
- ΔE to the lowest compared entry with this formula, charge and spin (eV) = 2.231
- charge = 0
- E_LUMO (alpha / beta) (Ha) = -0.022 / -0.022

Each line ends with the Löwdin charge.
Cartesian coordinates (Å):
Hg 0.8242 0.1217 0.4822  1.20
C 2.4030 1.2479 -2.6600  -0.04
C 2.9794 1.9783 -1.4842  -0.34
C 4.0383 2.8543 -1.6328  -0.07
C 4.5691 3.4476 -0.4838  -0.08
C 4.0711 3.1178 0.7477  -0.06
C 3.0353 2.1457 0.8672  -0.47
N 2.4785 1.6718 -0.2844  0.04
N 2.5824 1.6381 2.0154  -0.09
Si 3.4707 1.6423 3.4680  0.38
C 5.3136 1.2055 3.2643  -0.17
C 3.4243 3.2851 4.4428  -0.18
C 2.8041 0.3287 4.6694  -0.17
H 2.4936 1.8327 -3.5738  0.07
H 1.3607 0.9972 -2.4687  0.04
H 2.9464 0.3099 -2.8016  0.08
H 4.4513 3.0628 -2.6094  0.10
H 5.3918 4.1477 -0.5707  0.10
H 4.4685 3.5647 1.6470  0.08
H 5.7877 1.8261 2.5036  0.01
H 5.4229 0.1665 2.9449  0.02
H 5.8750 1.3328 4.1911  0.02
H 3.8442 4.1076 3.8615  0.01
H 3.9967 3.2099 5.3692  0.02
H 2.4014 3.5630 4.7075  0.01
H 2.6084 -0.6155 4.1593  0.00
H 1.8926 0.6453 5.1784  0.00
H 3.5472 0.1320 5.4439  0.03
N -4.2195 0.4306 2.2102  0.25
C -2.8815 0.7537 2.7888  -0.32
C -2.7187 2.2414 3.0026  -0.10
C -1.2311 2.4868 3.2715  -0.36
N -0.4252 2.1500 2.1005  0.05
C -0.8024 1.6439 4.4882  -0.10
C -1.1332 0.1442 4.3908  -0.37
N -0.3353 -0.5038 3.3608  0.07
C -2.6256 -0.0239 4.0631  -0.10
H -4.3774 1.0742 1.4330  0.15
H -4.9555 0.5126 2.9080  0.17
H -4.2093 -0.5213 1.7773  0.18
H -2.1314 0.4492 2.0631  0.12
H -3.3170 2.5969 3.8485  0.13
H -3.0050 2.7813 2.0962  0.09
H -1.1158 3.5469 3.5495  0.14
H 0.5572 2.3769 2.2521  0.04
H -0.7497 2.6406 1.2702  0.06
H -1.2872 2.0456 5.3820  0.12
H 0.2768 1.7584 4.6028  0.09
H -0.9514 -0.2931 5.3861  0.14
H -0.4901 -1.5063 3.3393  0.09
H 0.6507 -0.3258 3.5092  0.04
H -3.2294 0.3568 4.8941  0.13
H -2.8506 -1.0843 3.9162  0.13
C -2.5732 5.1053 -0.1169  -0.04
C -3.4457 3.8899 -0.4070  -0.48
C -4.3623 4.1256 -1.6039  -0.05
O -2.6438 2.7160 -0.5153  -0.29
P -1.9682 2.0460 -1.8695  0.66
O -0.7842 1.3068 -1.3637  -0.40
C -3.4981 0.2744 -1.9105  -0.25
P -2.7092 -1.1699 -1.2979  0.47
O -1.8014 -1.1336 -0.1475  -0.31
O -2.0635 -2.0172 -2.4789  -0.21
C -2.4038 -1.9299 -3.8778  -0.44
C -1.5771 -0.8317 -4.5323  -0.03
C -2.1543 -3.3027 -4.4797  -0.03
O -3.9239 -2.1712 -0.6774  -0.23
C -4.8438 -3.0248 -1.3485  -0.48
C -5.2462 -4.1103 -0.3603  -0.05
C -6.0476 -2.2444 -1.8622  -0.05
O -1.5026 3.5397 -2.5388  -0.28
C -1.2617 3.7515 -3.9184  -0.49
C 0.1294 3.2662 -4.3022  -0.05
C -2.3272 3.1111 -4.8099  -0.06
H -3.1922 5.9897 0.0386  0.08
H -1.8955 5.2734 -0.9507  0.08
H -1.9750 4.9313 0.7782  0.07
H -4.0838 3.7083 0.4706  0.11
H -3.7916 4.4897 -2.4543  0.06
H -5.1210 4.8638 -1.3443  0.08
H -4.8604 3.1961 -1.8861  0.08
H -3.8485 0.1691 -2.9314  0.02
H -4.2794 0.6548 -1.2608  0.01
H -3.4703 -1.6938 -3.9736  0.13
H -0.5363 -1.1372 -4.6368  0.08
H -1.6051 0.0575 -3.9017  0.04
H -1.9741 -0.5901 -5.5182  0.09
H -1.1228 -3.6071 -4.3036  0.05
H -2.3396 -3.2725 -5.5525  0.09
H -2.8153 -4.0424 -4.0279  0.08
H -4.3309 -3.4994 -2.1927  0.12
H -5.8274 -3.6876 0.4611  0.08
H -4.3535 -4.5854 0.0440  0.08
H -5.8469 -4.8693 -0.8604  0.08
H -6.6167 -1.8240 -1.0309  0.08
H -6.7049 -2.8996 -2.4331  0.08
H -5.7222 -1.4308 -2.5097  0.06
H -1.3122 4.8409 -4.0467  0.14
H 0.1980 2.1898 -4.1392  0.06
H 0.8662 3.7552 -3.6671  0.08
H 0.3444 3.4895 -5.3476  0.08
H -2.2824 2.0269 -4.7006  0.05
H -2.1545 3.3702 -5.8543  0.08
H -3.3228 3.4504 -4.5238  0.07
C 1.5463 -3.2028 -3.8146  -0.07
C 1.6778 -2.6898 -2.3843  -0.30
O 0.7945 -1.6132 -2.1247  -0.13
H 2.3709 -3.8710 -4.0635  0.08
H 1.5626 -2.3560 -4.5017  0.07
H 0.6080 -3.7437 -3.9545  0.04
H 2.6816 -2.2940 -2.2266  0.10
H 1.5263 -3.5047 -1.6674  0.11
H -0.1116 -1.9319 -2.0366  0.04
C 6.7973 -3.9809 -0.0055  -0.10
C 6.9236 -2.5990 0.0031  -0.09
C 5.7997 -1.8017 0.1310  -0.04
C 4.5244 -2.3605 0.2660  -0.22
C 4.4160 -3.7539 0.2706  -0.04
C 5.5403 -4.5518 0.1352  -0.09
C 3.3798 -1.4331 0.3121  -0.13
C 2.1462 -1.6095 0.7939  -0.22
C 1.7231 -2.7539 1.6034  -0.30
C 0.5538 -3.4679 1.3255  -0.06
C 0.1832 -4.5540 2.1028  -0.10
C 0.9491 -4.9271 3.1993  -0.11
C 2.0857 -4.1958 3.5168  -0.09
C 2.4738 -3.1280 2.7264  -0.06
H 7.6728 -4.6057 -0.1265  0.10
H 7.9035 -2.1490 -0.0943  0.10
H 5.8990 -0.7221 0.1307  0.11
H 3.4428 -4.2152 0.3658  0.11
H 5.4442 -5.6307 0.1390  0.10
H 3.6137 -0.4746 -0.1423  0.08
H -0.0622 -3.1600 0.4874  0.09
H -0.7106 -5.1162 1.8595  0.10
H 0.6564 -5.7753 3.8041  0.09
H 2.6736 -4.4638 4.3858  0.10
H 3.3747 -2.5756 2.9602  0.11

Atoms 1-6, force components in eV/Å:
0.37 -0.39 -0.15
-0.07 -0.05 0.10
0.12 0.06 -0.19
0.05 0.05 0.01
-0.05 -0.11 -0.02
0.07 0.03 -0.02

Density functional theory data (ωB97M-V with the def2-TZVPD basis set) for 10 unconnected molecules or ions with the total composition C44H78N12O8 at a distorted geometry.

Values from the calculation:
- multiplicity = 1
- ΔE to the lowest compared entry with this formula, charge and spin (eV) = 0.090
- charge = +2
- E_LUMO (Ha) = -0.129

Each line ends with the Löwdin charge.
Cartesian coordinates (Å):
C -0.2115 2.2911 -2.8355  -0.06
C -0.1510 2.0355 -4.3271  -0.17
N -0.6936 3.1079 -5.1319  -0.02
C -1.8692 3.7621 -4.8598  -0.01
C -2.0947 4.6240 -5.9073  0.05
N -1.0080 4.4604 -6.7777  -0.12
C -0.1856 3.5783 -6.2597  -0.04
C -0.6641 5.1536 -7.9455  -0.01
H -1.2418 2.3827 -2.5192  0.05
H 0.3759 3.1305 -2.4496  0.09
H 0.1273 1.4184 -2.2597  0.08
H -0.6901 1.1329 -4.6314  0.11
H 0.8863 1.9707 -4.6072  0.12
H -2.4942 3.5592 -3.9736  0.10
H -2.9032 5.2651 -6.1624  0.13
H 0.7855 3.3073 -6.6779  0.18
H 0.1401 4.4933 -8.3726  0.12
H -0.1547 6.0952 -7.8145  0.10
H -1.5418 5.2655 -8.5774  0.11
C -0.0353 -0.1974 6.5676  -0.05
C 0.7132 -0.8398 5.4520  -0.18
N 1.7458 0.0930 4.9430  -0.01
C 2.8600 0.5262 5.6411  0.00
C 3.6136 1.2185 4.7474  0.00
N 3.0285 1.0823 3.5015  -0.06
C 1.9520 0.3501 3.6471  -0.03
C 3.6284 1.5679 2.2541  0.00
H -0.7630 -0.9716 6.8996  0.10
H -0.4690 0.6981 6.2310  0.07
H 0.5969 0.0639 7.4339  0.09
H 0.1291 -1.0644 4.6087  0.06
H 1.2399 -1.6810 5.8088  0.08
H 2.9891 0.5371 6.7007  0.13
H 4.5187 1.7611 4.8405  0.13
H 1.3076 -0.1081 2.8597  0.15
H 2.8751 1.2202 1.5288  0.07
H 4.5889 1.0729 2.0941  0.08
H 3.6679 2.6825 2.2158  0.11
C -5.7740 4.1718 -0.2120  -0.05
C -4.5021 3.4659 -0.6359  -0.15
N -3.6115 4.4096 -1.3137  -0.01
C -3.9744 5.2098 -2.3772  -0.02
C -2.9266 6.0867 -2.5213  -0.04
N -2.0009 5.8430 -1.5511  -0.09
C -2.4523 4.8279 -0.8038  0.00
C -0.7828 6.6223 -1.3249  0.02
H -5.6286 5.0316 0.4528  0.09
H -6.3361 3.4419 0.3514  0.09
H -6.3342 4.5234 -1.0245  0.06
H -4.8393 2.6632 -1.2910  0.12
H -3.9836 2.9962 0.1247  0.10
H -4.8304 5.2171 -2.9427  0.11
H -2.8159 6.8410 -3.3360  0.15
H -1.8321 4.2764 -0.0568  0.14
H -1.1165 7.6492 -1.2483  0.10
H -0.0020 6.4858 -2.1103  0.11
H -0.3325 6.2679 -0.4056  0.09
C -3.5907 -0.7772 0.9607  -0.08
C -2.2833 -0.4854 0.3632  -0.15
N -2.0851 -1.3482 -0.8979  0.02
C -1.8126 -2.6944 -0.9051  -0.04
C -1.5323 -3.0671 -2.1738  -0.09
N -1.7259 -2.0453 -2.9755  -0.08
C -1.9641 -0.9115 -2.2085  0.04
C -1.9703 -1.9312 -4.4431  0.03
H -4.3732 -0.3341 0.3451  0.08
H -3.7121 -0.2475 1.9015  0.09
H -3.7771 -1.8203 1.2298  0.09
H -1.4550 -0.6548 1.0245  0.08
H -2.1954 0.6091 0.1726  0.11
H -1.7867 -3.3019 0.0048  0.11
H -1.2742 -4.0525 -2.5168  0.14
H -2.3390 0.1328 -2.5284  0.16
H -2.1886 -0.9051 -4.7118  0.06
H -2.7024 -2.6037 -4.7756  0.08
H -1.0614 -2.0755 -5.0081  0.09
C 6.5024 -1.4572 -1.0986  -0.04
C 5.5868 -0.7346 -2.1427  -0.15
N 4.1668 -1.0754 -1.9899  -0.04
C 3.2601 -1.4219 -2.9846  0.01
C 2.1149 -1.7529 -2.3341  -0.01
N 2.2865 -1.4125 -1.0273  -0.05
C 3.5488 -1.1943 -0.8133  -0.02
C 1.4118 -1.5304 0.1103  0.02
H 6.2965 -2.5180 -1.1765  0.08
H 6.2711 -1.0833 -0.0553  0.08
H 7.4833 -1.2693 -1.4796  0.07
H 5.8271 -1.0518 -3.1415  0.11
H 5.6862 0.3445 -2.0828  0.12
H 3.4969 -1.3759 -3.9805  0.10
H 1.1545 -2.0552 -2.6926  0.11
H 4.1545 -1.1199 0.1306  0.14
H 2.0011 -1.9487 0.9144  0.07
H 0.6054 -2.2166 -0.0095  0.07
H 0.9844 -0.5199 0.3445  0.09
C 0.7217 -7.3265 1.0902  -0.04
C 0.0654 -6.0194 1.6658  -0.16
N 0.3945 -5.7780 3.0508  -0.05
C -0.1610 -6.2453 4.2032  0.00
C 0.4867 -5.6296 5.2004  0.00
N 1.4543 -4.8007 4.6103  -0.03
C 1.3262 -4.8740 3.3213  -0.03
C 2.3059 -3.8642 5.3769  0.03
H 1.4864 -7.0843 0.3672  0.06
H -0.0008 -7.9767 0.6554  0.06
H 1.2697 -7.9646 1.7833  0.08
H -0.9976 -5.8978 1.5575  0.12
H 0.4992 -5.2268 1.0570  0.10
H -0.9015 -7.0381 4.2463  0.15
H 0.4079 -5.7350 6.2488  0.12
H 1.7704 -4.2716 2.5376  0.15
H 2.5903 -3.0579 4.7466  0.05
H 3.1589 -4.4288 5.6552  0.09
H 1.6937 -3.6093 6.2446  0.10
C -1.8977 -2.8283 3.9862  0.01
C -1.0101 -2.5461 2.7866  -0.72
O -1.0337 -3.4641 1.9212  -0.09
O -0.4147 -1.4680 2.7550  -0.05
H -2.3764 -3.7131 3.9516  0.03
H -2.6513 -2.0353 4.0508  0.09
H -1.2284 -2.8252 4.8469  0.06
C 0.1810 3.2577 2.3832  -0.01
C -0.1032 2.3308 1.2257  -0.70
O 0.7493 1.4009 1.0795  -0.10
O -1.0958 2.4923 0.4873  -0.08
H -0.1317 4.2762 2.2615  0.06
H 1.2561 3.2746 2.5012  0.05
H -0.1895 2.9041 3.3602  0.09
C 5.4611 -3.1723 3.1514  -0.02
C 4.3615 -2.3936 2.5248  -0.71
O 3.1511 -2.7345 2.7204  -0.10
O 4.6913 -1.3847 1.8630  -0.09
H 6.4858 -2.8308 2.8732  0.09
H 5.3813 -4.2275 2.8864  0.08
H 5.3926 -3.0516 4.2636  0.09
C -5.0836 0.7932 -4.9016  0.01
C -4.0238 1.7210 -4.2386  -0.67
O -2.8700 1.1181 -4.1590  -0.16
O -4.2494 2.8702 -3.8914  -0.04
H -6.0789 1.0726 -4.6193  0.06
H -4.7200 -0.1797 -4.6789  0.04
H -5.0558 1.0036 -6.0175  0.10

Atoms 1-6, force components in eV/Å:
-0.36 -0.50 0.61
0.67 -0.44 0.34
-0.44 0.82 0.42
-0.47 0.72 -0.25
1.25 -0.98 0.11
-0.94 0.05 2.12